Entry 1:
Molecular formula: C4H6O2
Method: DFT, the ωB97M-V functional and the def2-TZVPD basis

Geometry (Å):
O 0.35 -1.53 -1.11
C 0.10 -0.51 -0.21
C -1.11 -0.21 0.60
C -0.47 0.84 -0.38
O 0.56 1.56 0.22
C 1.28 0.31 0.35
H -0.39 -2.14 -1.07
H -2.04 0.15 0.18
H -1.01 -0.10 1.67
H -1.01 1.19 -1.25
H 1.64 0.14 1.37
H 2.09 0.32 -0.37

The calculation puts the energy relative to the best compared isomer or geometry (same formula, charge and spin) at 90.35 kcal per mole. The HOMO-LUMO gap comes out at 9.901 eV.

Löwdin analysis output, partial charges in e:
1. O 0.047
2. C -0.451
3. C 0.018
4. C -0.239
5. O -0.046
6. C -0.063
7. H 0.103
8. H 0.099
9. H 0.110
10. H 0.162
11. H 0.127
12. H 0.133

---

Entry 2:
Molecular formula: C5H10O2
Method: DFT, the ωB97M-V functional and the def2-TZVPD basis

Geometry (Å):
C 0.77 0.50 2.13
C 0.40 0.87 0.72
O -1.01 0.72 0.43
C -0.72 0.12 -0.85
C -1.58 -1.08 -1.15
C 0.74 -0.08 -0.42
O 1.77 0.34 -1.26
H 1.85 0.59 2.27
H 0.27 1.18 2.83
H 0.46 -0.53 2.34
H 0.75 1.88 0.46
H -0.82 0.87 -1.65
H -2.65 -0.82 -1.14
H -1.36 -1.51 -2.14
H -1.42 -1.86 -0.39
H 0.93 -1.11 -0.07
H 1.61 -0.09 -2.11

The calculation puts the energy relative to the best compared isomer or geometry (same formula, charge and spin) at 43.45 kcal per mole. The structure (SMILES) is C[C@@H]1O[C@H](C)[C@H]1O. The HOMO-LUMO gap comes out at 10.569 eV.

Löwdin analysis output, partial charges in e:
1. C -0.030
2. C -0.326
3. O -0.051
4. C -0.324
5. C -0.035
6. C -0.303
7. O 0.003
8. H 0.089
9. H 0.083
10. H 0.084
11. H 0.156
12. H 0.154
13. H 0.083
14. H 0.083
15. H 0.082
16. H 0.158
17. H 0.094

---

Entry 3:
Molecular formula: C6H24O9
Method: DFT, the ωB97M-V functional and the def2-TZVPD basis

Geometry (Å):
C 0.36 1.95 3.98
C 0.33 2.59 2.81
C 1.31 2.24 1.76
C 0.64 1.25 0.76
C 1.49 1.15 -0.49
C 0.72 0.74 -1.66
O 0.07 -0.30 -1.60
O 0.66 1.54 -2.70
H -0.37 2.25 4.71
H 0.96 1.10 4.25
H -0.26 3.51 2.71
H 2.22 1.74 2.16
H 1.83 3.06 1.28
H -0.32 1.65 0.42
H 0.60 0.28 1.27
H 2.30 0.37 -0.36
H 2.02 2.08 -0.75
H 0.52 1.20 -3.69
O -2.91 -0.07 0.60
H -1.95 -0.09 0.61
H -3.35 0.69 0.97
O -1.94 -3.49 1.78
H -2.34 -2.81 1.21
H -2.49 -3.42 2.57
O 0.72 -4.24 2.15
H 0.71 -4.83 1.38
H -0.18 -4.45 2.46
O 2.72 -2.28 1.01
H 2.73 -2.97 1.69
H 2.72 -2.93 0.29
O -1.89 2.23 -1.96
H -2.33 1.39 -1.76
H -1.00 1.94 -2.20
O -1.24 -1.46 -3.83
H -0.85 -2.27 -4.20
H -0.79 -1.46 -2.96
O -0.07 0.63 -4.95
H -0.53 1.49 -5.00
H -0.83 0.01 -4.73

The calculation puts the energy relative to the best compared isomer or geometry (same formula, charge and spin) at 2.97 kcal per mole. The structure (SMILES) is C=CCCCC(=O)O.O.O.O.O.O.O.O. The HOMO-LUMO gap comes out at 10.012 eV.

Löwdin analysis output, partial charges in e:
1. C 0.002
2. C -0.198
3. C -0.226
4. C -0.168
5. C -0.122
6. C -0.561
7. O 0.063
8. O 0.054
9. H 0.043
10. H 0.063
11. H 0.110
12. H 0.124
13. H 0.107
14. H 0.111
15. H 0.124
16. H 0.155
17. H 0.127
18. H 0.094
19. O -0.049
20. H 0.016
21. H 0.041
22. O -0.054
23. H 0.039
24. H 0.050
25. O -0.073
26. H 0.044
27. H 0.010
28. O -0.074
29. H 0.021
30. H 0.033
31. O -0.058
32. H 0.031
33. H -0.020
34. O -0.058
35. H 0.066
36. H 0.032
37. O -0.035
38. H 0.081
39. H 0.059

---

Entry 4:
Molecular formula: CH5BrN2
Method: DFT, the ωB97M-V functional and the def2-TZVPD basis

Geometry (Å):
C 0.89 0.45 -0.01
N 0.11 -0.61 0.47
N -0.99 -0.90 -0.25
Br -2.68 0.36 0.01
H 0.67 1.45 0.28
H 1.79 0.30 0.40
H 1.02 0.43 -1.13
H -0.10 -0.84 1.46
H -0.70 -0.63 -1.23

The calculation puts the energy relative to the best compared isomer or geometry (same formula, charge and spin) at 13.39 kcal per mole. The structure (SMILES) is CNNBr. The HOMO-LUMO gap comes out at 8.880 eV.

Löwdin analysis output, partial charges in e:
1. C -0.133
2. N -0.211
3. N -0.341
4. Br 0.243
5. H 0.076
6. H 0.040
7. H 0.116
8. H 0.155
9. H 0.056

---

Entry 5:
Molecular formula: C6H9F2N3O2
Method: DFT, the ωB97M-V functional and the def2-TZVPD basis

Geometry (Å):
C -0.88 -0.49 1.77
C 1.08 0.80 -0.15
C 0.28 -0.40 -0.36
C -3.35 -0.22 -0.68
C 3.16 1.69 0.39
C 0.86 -1.78 -0.37
N -1.94 -0.55 1.17
N -0.96 -0.20 -0.93
N -2.09 -0.66 -0.14
O 0.61 1.91 -0.32
O 2.33 0.55 0.24
F 1.27 -2.19 0.86
F 1.96 -1.87 -1.17
H -0.48 -0.46 2.74
H -3.40 -0.53 -1.72
H -4.15 -0.70 -0.12
H -3.47 0.87 -0.63
H 4.14 1.31 0.67
H 2.77 2.36 1.16
H 3.22 2.25 -0.55
H 0.12 -2.51 -0.74
H -1.05 0.81 -1.10

The calculation puts the energy relative to the best compared isomer or geometry (same formula, charge and spin) at 0.00 kcal per mole. The HOMO-LUMO gap (spin up / spin down) comes out at 8.323 / 8.321 eV.

Löwdin analysis output, partial charges in e:
1. C 0.145
2. C -0.490
3. C -0.146
4. C -0.054
5. C -0.042
6. C -0.352
7. N 0.019
8. N 0.069
9. N -0.217
10. O 0.078
11. O -0.027
12. F 0.043
13. F 0.061
14. H 0.074
15. H 0.086
16. H 0.085
17. H 0.086
18. H 0.095
19. H 0.097
20. H 0.099
21. H 0.159
22. H 0.132

---

Entry 6:
Molecular formula: C30H48AsFN2ScSi3
Method: DFT, the ωB97M-V functional and the def2-TZVPD basis

Geometry (Å):
Sc -0.22 0.17 0.83
C 3.24 -3.03 2.97
Si 2.22 -2.22 1.64
C 3.30 -2.15 0.11
C 0.72 -3.35 1.41
C 1.59 -0.50 2.00
C 0.71 -0.48 3.21
C 1.03 -0.87 4.52
C 0.10 -0.74 5.52
C -1.16 -0.22 5.25
C -1.44 0.15 3.96
N -0.54 0.01 2.98
Si 2.88 0.85 2.15
C 2.01 2.36 2.86
C 4.30 0.46 3.30
C 3.64 1.24 0.48
H 3.57 -4.01 2.61
H 2.68 -3.21 3.89
H 4.13 -2.45 3.22
H 3.38 -3.14 -0.35
H 4.31 -1.84 0.37
H 2.92 -1.45 -0.64
H 0.84 -4.02 0.56
H -0.22 -2.80 1.26
H 0.57 -3.98 2.29
H 2.03 -1.25 4.71
H 0.36 -1.03 6.53
H -1.91 -0.09 6.02
H -2.40 0.56 3.68
H 1.93 2.28 3.95
H 0.99 2.51 2.48
H 2.57 3.27 2.64
H 3.97 0.25 4.32
H 4.97 1.32 3.34
H 4.88 -0.39 2.94
H 2.97 1.03 -0.35
H 4.55 0.66 0.33
H 3.91 2.30 0.44
C -4.55 0.68 -1.23
Si -3.52 0.72 0.32
C -3.28 -1.02 1.02
C -4.40 1.76 1.57
N -1.88 1.25 0.05
C -1.55 2.49 -0.50
C -2.41 3.44 -1.06
C -1.93 4.64 -1.57
C -0.57 4.95 -1.56
C 0.32 4.02 -1.02
C -0.22 2.87 -0.55
F 0.67 1.89 0.00
H -5.21 -0.19 -1.22
H -3.96 0.64 -2.15
H -5.19 1.56 -1.30
H -4.01 -1.72 0.61
H -3.40 -1.04 2.11
H -2.30 -1.46 0.80
H -5.35 1.30 1.83
H -4.61 2.76 1.19
H -3.82 1.87 2.49
H -3.47 3.24 -1.08
H -2.63 5.35 -1.99
H -0.21 5.88 -1.96
H 1.39 4.19 -0.99
C 0.87 -2.78 -2.27
As -0.15 -1.32 -1.53
C -1.91 -1.91 -2.10
C 0.26 0.14 -2.80
C -0.02 -0.21 -4.23
C -1.28 0.05 -4.78
C -1.56 -0.29 -6.10
C -0.58 -0.89 -6.88
C 0.67 -1.14 -6.35
C 0.95 -0.80 -5.03
H 0.49 -2.94 -3.28
H 0.72 -3.67 -1.67
H 1.93 -2.54 -2.30
H -1.89 -2.05 -3.18
H -2.67 -1.18 -1.83
H -2.12 -2.85 -1.61
H 1.31 0.38 -2.64
H -0.33 1.00 -2.48
H -2.04 0.54 -4.18
H -2.53 -0.07 -6.52
H -0.79 -1.15 -7.91
H 1.44 -1.60 -6.96
H 1.94 -0.99 -4.62

The calculation puts the energy relative to the best compared isomer or geometry (same formula, charge and spin) at 1.92 kcal per mole. As for the charge: +1. The HOMO-LUMO gap comes out at 8.003 eV.

Löwdin analysis output, partial charges in e:
1. Sc 0.918
2. C -0.167
3. Si 0.421
4. C -0.173
5. C -0.166
6. C -0.451
7. C -0.393
8. C -0.008
9. C -0.016
10. C -0.036
11. C -0.097
12. N 0.001
13. Si 0.430
14. C -0.157
15. C -0.166
16. C -0.169
17. H 0.046
18. H 0.029
19. H 0.023
20. H 0.043
21. H 0.041
22. H 0.005
23. H 0.023
24. H -0.009
25. H 0.042
26. H 0.105
27. H 0.122
28. H 0.115
29. H 0.101
30. H 0.044
31. H 0.017
32. H 0.044
33. H 0.035
34. H 0.045
35. H 0.024
36. H 0.009
37. H 0.035
38. H 0.041
39. C -0.167
40. Si 0.375
41. C -0.160
42. C -0.158
43. N -0.163
44. C -0.321
45. C -0.015
46. C -0.062
47. C -0.069
48. C 0.002
49. C -0.191
50. F -0.078
51. H 0.042
52. H 0.021
53. H 0.036
54. H 0.048
55. H 0.030
56. H -0.019
57. H 0.047
58. H 0.037
59. H 0.021
60. H 0.097
61. H 0.113
62. H 0.111
63. H 0.131
64. C -0.260
65. As 1.147
66. C -0.256
67. C -0.296
68. C -0.314
69. C -0.061
70. C -0.070
71. C -0.077
72. C -0.070
73. C -0.061
74. H 0.038
75. H 0.028
76. H 0.022
77. H 0.038
78. H -0.005
79. H 0.046
80. H 0.081
81. H 0.060
82. H 0.109
83. H 0.108
84. H 0.107
85. H 0.109
86. H 0.114